Molecular formula: C10H16BiCl2N2
Method: DFT, ωB97M-V with the def2-TZVPD basis set

XYZ file:
```
31
Properties=species:S:1:pos:R:3:nbo_charge:R:1
Bi 2.270 -0.143 0.064 1.39
Cl 0.319 -1.895 0.221 -0.77
Cl 1.938 2.150 1.085 -0.67
C 4.340 -0.665 -0.030 -1.26
H 5.155 0.133 -0.010 0.20
H 4.586 -1.469 -0.789 0.19
C -0.591 1.572 -1.170 -0.17
C 0.558 1.054 -1.503 -0.31
H -0.587 2.526 -0.640 0.22
C 0.715 -0.096 -2.493 -0.50
H 1.488 1.719 -1.392 0.24
C -0.572 -0.183 -3.408 -0.38
H 1.591 0.027 -3.160 0.21
H 0.759 -1.086 -1.968 0.25
C -1.862 -0.201 -2.542 -0.41
H -0.621 0.690 -4.116 0.18
H -0.528 -1.107 -4.031 0.20
C -1.875 0.841 -1.382 -0.46
H -2.737 -0.070 -3.204 0.19
H -1.943 -1.180 -2.047 0.22
H -2.769 1.502 -1.511 0.20
H -1.950 0.263 -0.424 0.25
N -0.635 -1.388 3.058 -0.34
C -1.277 -1.317 4.243 -0.07
C -1.187 0.024 4.648 -0.37
C -0.456 0.664 3.625 -0.06
N -0.100 -0.196 2.667 -0.25
H -0.523 -2.179 2.407 0.45
H -1.737 -2.169 4.703 0.20
H -1.583 0.456 5.543 0.21
H -0.183 1.719 3.556 0.22
```

Results
charge: -1
orbital gap (alpha / beta): 6.5327 / 6.5270 eV
HOMO (alpha / beta): -3.268 / -3.262 eV

Molecular formula: C10H16BrCl3OPt
Method: DFT, ωB97M-V with the def2-TZVPD basis set

XYZ file:
```
32
Properties=species:S:1:pos:R:3:mulliken_spin:R:1
C -0.699 0.726 -0.023 -0.22
C -0.813 -0.622 -0.652 0.37
C 0.465 -1.139 -0.843 0.32
C -2.046 -1.243 -1.093 0.00
C 1.438 -0.139 -0.506 0.05
C 0.783 1.022 -0.126 0.61
C 1.377 2.365 -0.048 0.00
C -1.716 1.741 -0.380 0.02
C 0.772 -2.487 -1.358 0.00
C 2.906 -0.312 -0.657 0.00
Pt -0.569 0.245 2.046 1.41
Cl -2.647 -3.362 1.336 0.12
Cl -2.909 0.044 2.108 0.35
Cl -0.116 -1.985 2.069 0.42
H -2.902 -0.629 -0.824 0.00
H -2.191 -2.203 -0.555 0.03
H -2.023 -1.455 -2.170 0.03
H 0.022 -3.201 -1.007 0.01
H 1.761 -2.819 -1.025 0.00
H 0.770 -2.499 -2.454 0.02
H 3.235 -1.236 -0.165 0.01
H 3.442 0.527 -0.202 0.00
H 3.203 -0.377 -1.712 0.01
H 2.390 2.302 0.377 0.01
H 0.754 2.991 0.601 0.01
H 1.475 2.824 -1.048 0.03
H -2.694 1.399 -0.027 0.00
H -1.720 1.864 -1.465 0.00
H -1.508 2.692 0.115 0.00
O -0.527 2.245 2.218 0.27
H -0.016 2.325 3.052 -0.01
Br 0.302 0.394 4.418 0.15
```

Results
charge: -2
orbital gap (alpha / beta): 4.3107 / 5.2742 eV
ΔE to the lowest compared entry with this formula, charge and spin: 0.0 kcal per mole
2S+1: 5
expectation value of S²: 6.03
HOMO (alpha / beta): 0.675 / -0.959 eV

Molecular formula: C10H16Cl24N2O2P
Method: DFT, ωB97M-V with the def2-TZVPD basis set

XYZ file:
```
55
Properties=species:S:1:pos:R:3:nbo_charge:R:1
N -3.416 -4.295 5.516 -0.79
C -2.992 -4.447 4.106 -0.47
P -2.640 -2.751 3.345 0.86
C -1.039 -2.131 4.101 -0.37
O -1.167 -1.036 5.016 -0.39
N -2.215 -0.186 4.690 0.39
O -2.982 -0.165 5.585 -0.21
H -4.422 -4.148 5.557 0.38
H -2.981 -3.466 5.920 0.36
H -3.744 -4.988 3.507 0.26
H -2.007 -4.961 4.126 0.24
H -2.502 -2.909 1.930 0.10
H -3.775 -1.944 3.603 0.08
H -0.317 -1.917 3.282 0.27
H -0.607 -2.976 4.682 0.27
C 0.141 -1.949 -0.370 -0.29
Cl 1.529 -1.842 0.719 0.03
Cl -0.755 -3.449 -0.083 -0.01
Cl -0.919 -0.551 -0.163 0.02
H 0.505 -1.957 -1.391 0.26
C 1.755 -0.855 -4.026 -0.29
Cl 3.122 -0.764 -2.901 0.02
Cl 0.868 -2.370 -3.793 0.00
Cl 0.680 0.529 -3.807 0.02
H 2.132 -0.835 -5.035 0.25
C -2.978 3.370 5.539 -0.29
Cl -4.327 3.745 4.462 0.02
Cl -1.438 3.503 4.678 0.01
Cl -2.995 4.431 6.951 0.03
H -3.091 2.349 5.881 0.21
C 5.180 0.910 0.125 -0.28
Cl 3.533 1.535 -0.027 0.01
Cl 5.504 -0.306 -1.119 0.02
Cl 6.357 2.223 0.033 0.03
H 5.275 0.436 1.095 0.23
C 2.088 1.838 5.310 -0.28
Cl 3.668 1.056 5.411 0.03
Cl 2.129 3.181 4.164 0.03
Cl 0.844 0.664 4.850 -0.01
H 1.838 2.231 6.289 0.24
C -2.980 1.968 -4.968 -0.28
Cl -3.267 2.472 -6.637 0.02
Cl -2.384 0.306 -4.914 0.02
Cl -1.838 3.061 -4.173 0.02
H -3.922 2.011 -4.432 0.23
C -0.413 5.041 -6.981 -0.29
Cl 0.634 3.980 -7.932 0.02
Cl 0.296 5.353 -5.393 0.01
Cl -0.712 6.555 -7.839 0.02
H -1.362 4.538 -6.835 0.23
C 4.510 -2.094 -7.540 -0.28
Cl 4.908 -0.693 -8.538 0.03
Cl 4.328 -1.619 -5.845 0.00
Cl 3.038 -2.879 -8.124 0.02
H 5.326 -2.805 -7.608 0.23
```

Results
charge: +1
orbital gap: 7.5426 eV
HOMO: -12.163 eV

Molecular formula: C10H16Cl3N2OS
Method: DFT, ωB97M-V with the def2-TZVPD basis set

XYZ file:
```
33
Properties=species:S:1:pos:R:3:nbo_charge:R:1
O -2.531 -1.231 4.933 -0.70
C -1.849 -1.773 3.784 -0.06
C -2.374 -1.028 2.493 -0.49
C -1.414 -1.086 1.278 0.30
C -0.473 0.002 0.961 -0.22
C 0.354 -0.163 -0.252 0.12
C 1.359 0.905 -0.746 -0.48
C 0.609 2.092 -1.508 -0.41
C -0.275 2.996 -0.551 -0.53
S -1.927 3.399 -1.295 -0.03
C 0.117 -1.445 -1.003 0.02
N -0.734 -2.393 -0.639 -0.13
N -1.437 -2.154 0.438 -0.26
H -3.086 -0.480 4.673 0.47
H -0.743 -1.717 3.936 0.19
H -2.203 -2.841 3.723 0.19
H -3.324 -1.545 2.172 0.24
H -2.639 0.042 2.669 0.25
H -0.377 0.908 1.593 0.26
H 1.945 1.386 0.074 0.25
H 2.070 0.410 -1.453 0.26
H 1.400 2.766 -1.936 0.24
H -0.064 1.714 -2.316 0.23
H -0.366 2.593 0.485 0.20
H 0.234 3.994 -0.442 0.25
H -2.790 2.414 -0.887 0.12
H 0.727 -1.590 -1.931 0.25
H -2.103 -2.891 0.704 0.43
C 4.355 -0.546 -3.820 -0.28
Cl 5.648 -0.517 -2.619 0.04
Cl 4.887 -1.354 -5.292 0.05
Cl 2.913 -1.344 -3.159 -0.03
H 4.093 0.478 -4.067 0.23
```

Results
charge: +1
orbital gap: 7.1477 eV
HOMO: -12.032 eV

Molecular formula: C10H16ClF3NO11PS
Method: DFT, ωB97M-V with the def2-TZVPD basis set

XYZ file:
```
44
Properties=species:S:1:pos:R:3:nbo_charge:R:1
C 2.525 2.075 2.896 -0.62
C 2.340 3.553 2.525 -0.44
C 0.895 4.015 2.440 -0.02
Cl 0.195 3.961 4.089 -0.02
N 0.003 3.190 1.582 -0.69
C -1.405 3.702 1.564 -0.64
P -2.540 2.431 2.260 2.34
O -2.658 2.455 3.716 -1.07
O -2.014 1.071 1.642 -0.98
O -3.892 2.627 1.429 -0.97
S 0.491 3.047 0.000 2.54
O 0.767 4.303 -0.607 -0.90
O -0.372 2.125 -0.650 -0.91
F 1.846 2.317 0.176 -0.46
H 1.658 1.473 2.624 0.22
H 2.663 1.966 3.970 0.22
H 3.392 1.653 2.392 0.22
H 2.861 3.822 1.605 0.22
H 2.793 4.171 3.301 0.23
H 0.847 5.061 2.132 0.21
H -1.730 3.915 0.545 0.24
H -1.476 4.628 2.130 0.25
H -1.583 0.563 2.349 0.53
H -4.110 3.553 1.272 0.50
O 0.365 -1.156 2.367 -0.57
C 0.530 -1.291 1.202 0.98
O 1.676 -1.006 0.544 -0.48
C 1.521 -1.395 -0.824 -0.13
C 0.013 -1.403 -0.978 0.44
F -0.408 -2.372 -1.830 -0.33
O -0.423 -1.716 0.330 -0.49
H 1.927 -2.398 -0.968 0.20
H 2.028 -0.689 -1.475 0.21
H -0.423 -0.449 -1.280 0.18
O -1.115 -8.262 -5.248 -0.55
C -0.990 -7.181 -4.788 0.97
O -1.704 -6.687 -3.747 -0.48
C -1.155 -5.420 -3.381 -0.13
C -0.454 -4.999 -4.656 0.45
F 0.676 -4.289 -4.415 -0.33
O -0.112 -6.238 -5.240 -0.49
H -0.431 -5.552 -2.575 0.20
H -1.940 -4.740 -3.064 0.21
H -1.076 -4.435 -5.354 0.15
```

Results
SMILES: CC[C@H](Cl)N(CP(=O)(O)O)S(=O)(=O)F.O=C1OC[C@@H](F)O1.O=C1OC[C@@H](F)O1
orbital gap: 10.9034 eV
HOMO: -10.713 eV

Molecular formula: C10H16ClI2NOPTl
Method: DFT, ωB97M-V with the def2-TZVPD basis set

XYZ file:
```
33
Properties=species:S:1:pos:R:3:nbo_charge:R:1
I -1.954 -1.878 -0.086 0.14
I -2.017 1.518 0.161 0.02
Tl 2.348 -0.680 -0.933 0.95
P 0.429 -0.125 -2.959 0.85
C -1.301 -0.083 -3.536 -0.94
C 1.110 1.368 -3.781 -0.94
H 2.145 -1.673 -3.720 0.23
H 1.192 -1.057 -5.106 0.26
H 0.512 -2.322 -4.021 0.26
C 1.134 -1.416 -4.068 -0.94
H 2.081 1.613 -3.330 0.24
H 1.244 1.213 -4.860 0.26
H -1.360 -0.097 -4.636 0.27
H -1.779 0.823 -3.151 0.25
H 0.427 2.212 -3.613 0.26
H -1.829 -0.950 -3.122 0.25
C -3.398 -0.224 -0.245 0.32
O -4.576 -0.225 -0.380 -0.42
Cl 3.400 0.054 1.353 -0.62
N 0.478 0.591 2.804 -0.55
C 0.297 0.330 4.098 0.25
C 1.397 -0.062 4.919 -0.12
C 1.215 -0.342 6.267 -0.20
C -0.064 -0.232 6.846 0.03
C -1.163 0.164 6.065 -0.20
C -0.992 0.459 4.715 -0.13
H 1.396 0.435 2.377 0.45
H -0.293 0.853 2.198 0.43
H 2.382 -0.144 4.457 0.26
H 2.073 -0.618 6.885 0.27
H -0.204 -0.452 7.906 0.26
H -2.150 0.274 6.523 0.27
H -1.840 0.775 4.105 0.25
```

Results
charge: +2
orbital gap: 2.4142 eV
ΔE to the lowest compared entry with this formula, charge and spin: 21.5 kcal per mole
HOMO: -13.727 eV

Molecular formula: C10H16ClN4
Method: DFT, ωB97M-V with the def2-TZVPD basis set

XYZ file:
```
31
Properties=species:S:1:pos:R:3:nbo_charge:R:1
C -1.797 -0.030 2.616 -0.62
C -1.166 -1.101 1.693 -0.26
N -0.292 -0.402 0.762 -0.29
C -0.755 -0.021 -0.393 0.40
N -1.944 -0.255 -0.882 -0.58
C -2.319 0.248 -2.100 0.42
Cl -3.965 0.047 -2.559 0.15
N -1.355 0.993 -2.762 -0.52
C -1.486 1.464 -3.971 0.35
N -1.256 2.077 -4.920 -0.25
C 1.050 -0.152 1.189 -0.07
C 2.057 -1.254 0.643 -0.37
C 2.336 -0.714 -0.783 -0.37
C 2.294 0.793 -0.803 -0.44
C 1.554 1.125 0.517 -0.45
H -1.082 0.205 3.342 0.22
H -2.048 0.982 2.117 0.22
H -2.757 -0.505 3.049 0.24
H -0.701 -1.886 2.353 0.26
H -2.068 -1.651 1.303 0.21
H -0.089 0.579 -0.914 0.27
H -2.524 -0.800 -0.280 0.44
H 1.237 -0.240 2.243 0.25
H 1.474 -2.133 0.706 0.22
H 2.942 -1.134 1.161 0.22
H 1.331 -1.143 -1.320 0.16
H 3.166 -1.210 -1.096 0.23
H 3.317 1.156 -0.719 0.24
H 1.871 1.296 -1.632 0.23
H 2.199 1.846 1.172 0.26
H 0.776 1.819 0.270 0.22
```

Results
charge: +1
SMILES: CCN(/C=[NH+]/C(Cl)=N/C#N)C1CCCC1
orbital gap (alpha / beta): 8.5021 / 8.5031 eV
ΔE to the lowest compared entry with this formula, charge and spin: 20.9 kcal per mole
HOMO (alpha / beta): -13.380 / -13.381 eV

Molecular formula: C10H16CuNOP2S
Method: DFT, ωB97M-V with the def2-TZVPD basis set

XYZ file:
```
32
Properties=species:S:1:pos:R:3:nbo_charge:R:1
Cu 0.000 0.210 0.734 0.70
C 3.117 1.342 -1.051 -0.94
P 1.605 1.626 -0.077 0.78
C 2.223 2.557 1.370 -0.93
C 0.701 2.910 -1.028 -0.35
C 1.381 3.908 -1.729 -0.21
C 0.695 4.887 -2.429 -0.18
C -0.695 4.887 -2.429 -0.20
C -1.381 3.908 -1.729 -0.23
C -0.701 2.910 -1.028 -0.23
P -1.605 1.626 -0.077 0.77
C -3.117 1.342 -1.052 -0.94
C -2.224 2.557 1.370 -0.93
H 2.864 1.002 -2.055 0.25
H 3.695 0.556 -0.565 0.25
H 3.736 2.238 -1.115 0.22
H 2.905 1.918 1.932 0.25
H 1.392 2.797 2.034 0.26
H 2.740 3.473 1.076 0.22
H 2.464 3.923 -1.734 0.21
H 1.241 5.649 -2.970 0.22
H -1.240 5.649 -2.970 0.22
H -2.464 3.923 -1.734 0.21
H -2.863 1.002 -2.055 0.25
H -3.736 2.238 -1.116 0.22
H -3.695 0.556 -0.566 0.25
H -2.906 1.918 1.931 0.25
H -2.741 3.473 1.076 0.22
H -1.393 2.797 2.034 0.26
O 0.001 0.814 4.189 -0.98
S 0.000 -0.567 3.696 1.34
N 0.000 -0.866 2.264 -1.22
```

Results
orbital gap: 8.2007 eV
ΔE to the lowest compared entry with this formula, charge and spin: 0.0 kcal per mole
HOMO: -7.848 eV